The following is a DFT calculation (ωB97M-V/def2-TZVPD) of a structure of composition C42H108F4HgN8O26S4 at a distorted geometry.

The geometry in XYZ format:
```
193
Properties=species:S:1:pos:R:3:mulliken_charge:R:1
Hg -3.10361 -1.18356 -1.37040 4.58
N -2.86224 -2.92952 -2.68645 -0.21
S -3.48454 -4.30645 -3.02686 0.77
O -2.55994 -5.40919 -2.75410 -0.60
O -4.38502 -4.49078 -4.15800 -0.66
F -4.53224 -4.47761 -1.83305 -0.27
S -1.72296 -3.03807 -3.97961 0.98
O -2.20469 -2.58235 -5.29224 -0.67
O -0.66219 -3.99670 -3.94482 -0.53
F -0.86199 -1.73039 -3.46329 -0.38
N -1.41983 0.00637 -0.62348 -0.19
S 0.08151 -0.62480 -0.20055 -0.70
O 0.32927 -1.01571 1.15277 -0.49
O 1.24815 -0.24160 -0.94214 -0.04
F -0.26662 -2.06244 -0.84249 -0.52
S -0.90143 1.43094 -0.29555 -0.75
O -0.10385 2.15814 -1.30767 -0.34
O -0.67943 1.69060 1.15311 -0.04
F -2.34364 2.14012 -0.53502 -0.14
C -3.55333 4.48287 -2.95657 0.27
C -3.45216 6.02238 -3.11930 -0.14
O -4.71196 6.57387 -3.41933 -0.56
O -4.39819 4.13133 -1.83084 -0.58
H -2.52970 4.11347 -2.89461 -0.53
H -4.03938 4.07454 -3.84264 0.57
H -2.73422 6.30546 -3.88907 0.34
H -3.13228 6.42501 -2.15822 -0.12
H -5.26033 6.15948 -4.08954 0.31
H -3.88893 4.27410 -1.02967 0.24
C -0.68945 5.46886 -0.58253 -1.16
C 0.48915 5.30166 0.37290 -0.05
O 0.33273 6.17284 1.49962 -0.59
O -1.88463 4.87274 -0.21799 0.69
H -0.46422 5.06619 -1.57007 0.40
H -0.93523 6.52350 -0.70674 0.38
H 1.37562 5.63796 -0.16485 0.50
H 0.61273 4.26940 0.70043 -0.12
H 1.10081 6.04814 2.06185 0.34
H -1.98601 5.01387 0.72615 -0.21
C -4.41063 -4.04577 1.72072 -0.70
C -3.99135 -2.66583 1.42308 0.36
O -2.79827 -2.59037 0.59448 0.59
O -5.44366 -4.04879 2.61969 -0.59
H -3.55828 -4.59229 2.12434 0.29
H -4.60079 -4.59851 0.80071 0.19
H -3.90031 -2.03039 2.30400 -0.24
H -4.83192 -2.23787 0.87682 0.30
H -2.12445 -2.78628 1.24961 -0.73
H -5.05400 -4.19304 3.48512 0.38
C 7.44596 -5.87565 -2.96950 -0.66
O 6.36330 -6.29348 -2.20681 -0.39
C 5.97854 -5.43675 -1.13062 -0.71
C 5.65977 -4.01119 -1.40429 0.13
N 4.53773 -3.83411 -2.37086 -0.22
C 3.98200 -2.48432 -2.15192 -0.34
C 2.93483 -2.17994 -3.22404 0.31
O 3.56860 -2.06034 -4.53032 -0.48
C 2.64080 -2.25343 -5.56887 -0.59
H 7.55153 -6.56784 -3.80487 0.24
H 8.35834 -5.91868 -2.37469 0.30
H 7.32965 -4.85372 -3.33037 0.26
H 6.64547 -5.50356 -0.27106 0.42
H 5.07676 -5.87140 -0.69937 0.25
H 6.63633 -3.56187 -1.58469 0.35
H 5.29589 -3.54777 -0.48727 -0.29
H 4.95446 -3.86801 -3.29025 0.37
H 4.72892 -1.69076 -2.13041 0.58
H 3.61948 -2.45556 -1.12438 -0.42
H 2.47267 -1.20318 -3.08104 -0.32
H 2.18077 -2.96075 -3.12490 0.47
H 3.11108 -2.23885 -6.55210 0.32
H 1.91187 -1.44304 -5.56432 0.09
H 2.09662 -3.19434 -5.48719 0.32
C 0.09980 -0.43308 5.76386 -0.40
O -1.20486 -0.75842 5.35988 -0.57
C -1.38227 -1.18149 4.01348 0.93
C -0.83664 -2.62608 3.92669 -0.70
N -0.96031 -3.05863 2.54218 1.56
C -0.54954 -4.49172 2.53793 -0.89
C -0.35940 -5.16015 1.14487 -0.71
O 0.87486 -4.62654 0.61574 0.39
C 1.35151 -5.40986 -0.51480 -0.61
H 0.55216 -1.40413 5.96521 0.34
H 0.19004 0.23891 6.61731 0.29
H 0.55092 0.04254 4.89301 -0.05
H -0.98847 -0.51230 3.24849 -0.37
H -2.46660 -1.13680 3.91179 -0.24
H -1.39748 -3.24041 4.63107 0.36
H 0.17756 -2.59979 4.32519 0.00
H -0.37559 -2.51042 1.92764 -0.71
H -1.29561 -5.05088 3.10257 0.58
H 0.38843 -4.65915 3.06733 0.19
H -1.13487 -4.95296 0.40744 0.02
H -0.34546 -6.24373 1.26215 0.60
H 0.67837 -5.36473 -1.37093 0.22
H 1.67413 -6.42037 -0.26401 0.34
H 2.14724 -4.87859 -1.03698 -0.15
C 5.75243 -0.68482 1.04487 -0.86
O 4.91030 -1.78405 1.35571 -0.14
C 3.64164 -1.45105 1.81777 -0.29
C 3.02649 -2.70586 2.38994 1.02
N 3.94738 -3.33254 3.31902 -0.47
C 3.58997 -4.74788 3.61571 -0.24
C 4.78082 -5.62868 4.12424 -1.00
O 5.71209 -5.81390 3.08392 -0.14
C 6.99814 -6.29951 3.49194 -0.88
H 6.22808 -0.39848 1.98288 0.30
H 5.30134 0.10311 0.44173 0.20
H 6.52783 -1.23861 0.51555 0.27
H 3.08580 -1.00813 0.99135 -0.12
H 3.64768 -0.72502 2.63075 0.51
H 2.85509 -3.28944 1.48542 -0.17
H 2.10124 -2.53477 2.94017 -0.67
H 4.81923 -3.45232 2.82341 0.42
H 3.09644 -5.20474 2.75792 0.06
H 2.82830 -4.75454 4.39540 0.31
H 4.42587 -6.54400 4.59784 0.51
H 5.13320 -5.07121 4.99208 0.43
H 7.83513 -6.10593 2.82107 0.24
H 6.80532 -7.36958 3.56855 0.36
H 7.36107 -5.97259 4.46637 0.32
C 1.18959 3.20070 -5.95152 -0.61
O 1.27372 1.81078 -5.55482 -0.51
C 1.54413 1.52857 -4.20340 1.96
C 3.02618 1.56618 -3.76453 -1.43
N 3.26975 1.53647 -2.30654 -0.11
C 2.98690 2.85176 -1.67083 -0.26
C 3.08778 2.79481 -0.09896 -1.24
O 2.09560 2.05198 0.56857 1.05
C 2.32454 1.99366 1.98097 -0.90
H 0.86904 3.25027 -6.99214 0.29
H 2.18565 3.63905 -5.88968 0.26
H 0.43807 3.68348 -5.32683 0.17
H 1.04954 0.58134 -3.98838 -0.75
H 1.02458 2.22972 -3.55028 -0.31
H 3.51785 2.39472 -4.27431 0.63
H 3.45844 0.67969 -4.22864 0.18
H 2.59145 0.95430 -1.83635 -0.16
H 1.97571 3.14682 -1.95107 -0.12
H 3.65959 3.63871 -2.01183 0.56
H 3.10569 3.78154 0.36379 0.46
H 4.08044 2.43382 0.17013 0.45
H 2.48796 2.94569 2.48598 0.42
H 3.24490 1.42816 2.12669 0.18
H 1.52885 1.40253 2.43433 -0.04
C -3.89125 0.53959 1.63554 -0.68
O -4.31074 0.17144 0.31286 0.98
C -5.49737 0.83635 -0.10362 -1.09
C -5.75531 0.69323 -1.65315 -0.48
N -5.49721 -0.68873 -2.10756 -0.18
C -5.36892 -0.82157 -3.56746 -1.09
C -4.30674 0.08368 -4.14518 -0.81
O -3.12498 0.08407 -3.28339 0.87
C -2.07857 0.90278 -3.81492 -0.36
H -3.03014 -0.10068 1.82698 -0.40
H -4.66551 0.43567 2.39569 0.71
H -3.49322 1.55193 1.56598 -0.45
H -5.48871 1.90771 0.09692 0.24
H -6.28656 0.32955 0.45175 0.48
H -5.07222 1.36197 -2.17686 -0.04
H -6.79349 0.98769 -1.80669 0.50
H -6.36543 -1.15221 -1.88066 0.34
H -6.32016 -0.50751 -3.99711 0.59
H -5.22952 -1.83440 -3.94542 0.17
H -4.71060 1.09099 -4.24676 0.37
H -3.96781 -0.28322 -5.11400 0.49
H -2.04770 0.65737 -4.87648 0.73
H -1.14242 0.70521 -3.29272 -0.68
H -2.28542 1.95712 -3.63138 -0.38
C -4.07265 10.03250 2.66063 -0.76
O -4.29080 8.63323 2.85060 -0.34
C -3.31190 7.78566 2.23839 -0.36
C -3.48410 6.49979 3.05467 -0.87
N -2.64545 5.38279 2.60819 0.18
C -2.89608 4.10177 3.14609 0.37
C -2.48502 3.92023 4.60888 -0.99
O -1.16937 4.41239 5.00869 -0.45
C -0.16533 3.57309 4.44813 -0.44
H -3.17002 10.30175 3.20913 0.32
H -4.77415 10.69741 3.16450 0.27
H -4.06530 10.25019 1.59261 0.29
H -2.30797 8.18574 2.38042 0.39
H -3.47230 7.74425 1.16105 0.27
H -4.50668 6.17471 2.86300 0.31
H -3.38969 6.69268 4.12330 0.22
H -1.68789 5.70097 2.65238 0.27
H -2.29617 3.52964 2.43837 -0.79
H -3.93529 3.82030 2.97607 0.61
H -2.65195 2.91566 4.99756 0.46
H -3.13067 4.50865 5.26081 0.39
H 0.15163 3.77683 3.42532 -0.06
H -0.25679 2.48947 4.52230 0.19
H 0.74500 3.71304 5.03106 0.49
```

Output
- HOMO energy (eV) = -8.513
- charge = 0
- electronic energy (eV) = -168831.0714
- HOMO-LUMO gap (hartree) = 0.2547
- relative energy (zero: lowest compared OMol25 entry of this formula, charge and spin) (kcal/mol) = 0.0